Formula: C3H2N4O
Source: the Open Molecules 2025 dataset
Level of theory: ωB97M-V/def2-TZVPD

Positions of all 10 atoms, in Å:
C -0.69 0.41 0.90
C -0.97 -1.05 0.30
C 1.39 0.32 -0.61
H -1.93 -1.49 0.46
H 2.37 0.31 -1.13
N -0.11 -1.56 -0.53
N 1.15 -0.86 -0.58
N 0.60 1.58 -0.79
N -0.45 1.57 -0.04
O -1.35 0.78 2.01

Computed properties:
* structure (SMILES): O=c1cnncnn1
* HOMO level: -10.181 eV
* frontier orbital gap: 8.26 eV

***

Formula: C3H2N4O
Source: the Open Molecules 2025 dataset
Level of theory: ωB97M-V/def2-TZVPD

Positions of all 10 atoms, in Å:
C -0.74 -0.93 0.00
C 0.03 -0.65 1.25
C 0.39 1.49 -0.68
H 0.34 -1.52 1.92
H 0.12 2.54 -1.20
N 0.62 0.48 1.43
N 0.55 1.64 0.62
N 0.78 0.46 -1.31
N 0.30 -0.77 -1.07
O -1.78 -1.65 -0.23

Computed properties:
* structure (SMILES): O=c1cnncnn1
* HOMO level: -10.534 eV
* frontier orbital gap: 8.66 eV

***

Formula: C3H2NO5P
Source: the Open Molecules 2025 dataset
Level of theory: ωB97M-V/def2-TZVPD

Positions of all 12 atoms, in Å:
C 2.46 1.37 0.08
C 1.50 0.85 -0.41
O 0.43 0.32 -0.96
P 0.03 -1.21 -0.58
O 0.53 -2.22 -1.49
O 0.41 -1.41 0.92
O -1.59 -1.06 -0.67
O -2.14 -0.46 0.55
C -2.40 0.80 0.32
N -2.68 1.91 0.20
H 3.31 1.79 0.55
H 0.15 -0.68 1.50

Computed properties:
* structure (SMILES): C#CO[P@@](=O)(O)OOC#N
* HOMO level: -10.785 eV
* frontier orbital gap: 9.70 eV